Entry 1:
{"formula": "C3H14N2O2", "method": "the ωB97M-V functional and the def2-TZVPD basis", "symbols": ["C", "C", "N", "C", "N", "H", "H", "H", "H", "H", "H", "H", "H", "H", "H", "O", "H", "H", "O", "H", "H"], "positions_angstrom": [[-0.0253, -2.2445, -0.2604], [-1.2600, -1.3692, -0.2461], [-1.0344, -0.1519, -1.0371], [-0.1073, 0.8108, -0.4173], [-0.3832, 2.1388, -0.8764], [0.1810, -2.5680, -1.2852], [-0.0805, -3.1320, 0.3657], [0.8389, -1.7079, 0.1063], [-2.1423, -1.8058, -0.7233], [-1.5525, -1.1205, 0.7667], [-1.8904, 0.3840, -1.2028], [0.9005, 0.4493, -0.6380], [-0.1851, 0.6902, 0.6584], [-0.6619, 2.1119, -1.8627], [0.4699, 2.6785, -0.9135], [2.2607, 2.0491, 5.9648], [2.7847, 2.7152, 6.4224], [1.7935, 2.5227, 5.2620], [-0.2107, -0.8797, -3.6573], [0.7488, -0.8770, -3.7100], [-0.4443, -0.6937, -2.7163]], "atomic_forces_ev_per_a": [[0.018, -0.366, -0.435], [-0.535, 0.524, -0.568], [0.080, 0.972, -0.094], [0.366, -1.739, -0.148], [-0.220, 0.547, -0.775], [0.059, 0.029, 0.116], [-0.403, -0.055, 0.041], [0.236, 0.304, 0.036], [0.277, -0.532, 0.169], [-0.029, 0.104, 0.527], [0.008, -0.592, 0.234], [0.254, 0.215, -0.246], [-0.220, 0.555, 0.562], [-0.023, -0.210, 0.350], [0.109, 0.165, 0.332], [-0.110, 0.126, -0.184], [-0.075, -0.022, -0.082], [0.183, -0.103, 0.264], [-0.061, -0.023, 0.113], [-0.033, -0.003, 0.064], [0.119, 0.103, -0.275]], "smiles": "CCNCN.O.O", "gap_ev": 10.02}

Entry 2:
{"formula": "C22H25BF4NOSm", "method": "the ωB97M-V functional and the def2-TZVPD basis", "symbols": ["C", "C", "C", "H", "C", "C", "H", "C", "C", "C", "H", "C", "C", "H", "H", "H", "H", "H", "H", "Sm", "C", "C", "C", "H", "H", "H", "H", "H", "H", "C", "C", "H", "H", "O", "N", "C", "H", "C", "C", "H", "C", "H", "C", "H", "C", "H", "C", "H", "H", "H", "F", "B", "F", "F", "F"], "positions_angstrom": [[-2.1574, 0.0950, 0.9223], [-2.1436, 0.9134, -0.2305], [-1.9131, 0.0907, -1.3561], [-2.2701, 1.9811, -0.2431], [-1.8181, -1.2399, -0.8983], [-1.9713, -1.2365, 0.4990], [-1.5997, -2.1000, -1.5047], [1.4983, 1.2399, 1.3221], [0.4829, 2.1254, 0.9245], [0.5450, 2.2554, -0.4797], [-0.2374, 2.5971, 1.5715], [1.5909, 1.4467, -0.9734], [2.1787, 0.8236, 0.1591], [-1.8460, 0.4123, -2.3813], [-1.8770, -2.0959, 1.1395], [-2.2995, 0.4275, 1.9367], [2.9848, 0.1134, 0.1412], [-0.1183, 2.8519, -1.0798], [1.7000, 0.9062, 2.3262], [0.0000, 0.0000, 0.0000], [2.0608, 1.3163, -2.4069], [3.5908, 1.4074, -2.4131], [1.4736, 2.4300, -3.2681], [3.9122, 2.3487, -1.9693], [3.9696, 1.3481, -3.4281], [4.0330, 0.5997, -1.8317], [1.7924, 3.4078, -2.9109], [0.3843, 2.4029, -3.2552], [1.8076, 2.3216, -4.2940], [1.5842, -0.0514, -2.9129], [2.0256, -0.5015, -4.2889], [0.4907, -0.0638, -2.8953], [1.8780, -0.8232, -2.2025], [2.9723, -0.0356, -4.9140], [1.2829, -1.5181, -4.8178], [0.0424, -2.0553, -4.3076], [1.5487, -1.7588, -5.7597], [-1.2076, -1.2860, -4.6713], [-2.4455, -1.8041, -4.2948], [-2.4886, -2.7333, -3.7399], [-3.6174, -1.1372, -4.6099], [-4.5699, -1.5533, -4.3099], [-3.5704, 0.0687, -5.2994], [-4.4847, 0.5935, -5.5409], [-2.3430, 0.5958, -5.6678], [-2.2949, 1.5349, -6.2030], [-1.1686, -0.0797, -5.3579], [-0.2163, 0.3347, -5.6591], [0.0982, -2.1393, -3.2233], [-0.0488, -3.0771, -4.6766], [0.0463, -0.1951, 1.9899], [0.0790, -0.3326, 3.3928], [1.3263, -0.9573, 3.8099], [-0.0655, 0.9667, 4.0334], [-1.0254, -1.1825, 3.8073]], "atomic_forces_ev_per_a": [[-2.497, 0.143, -0.338], [-1.812, 0.162, -0.006], [-1.798, -0.032, -0.598], [-0.053, 0.079, -0.002], [-1.524, -0.285, -0.322], [-1.491, -0.495, -0.077], [-0.012, -0.215, -0.135], [2.617, 2.585, -0.084], [0.681, 1.213, 0.367], [0.781, 1.295, -0.579], [-0.019, 0.014, 0.103], [1.036, 1.893, -0.042], [1.317, 1.287, 0.442], [0.015, 0.092, -0.174], [-0.009, -0.078, 0.192], [0.025, -0.014, 0.028], [0.236, -0.187, 0.006], [-0.017, 0.156, -0.069], [0.455, 0.425, -0.234], [3.160, -4.915, -3.573], [0.306, -0.011, 0.068], [0.064, 0.073, -0.088], [-0.061, -0.082, 0.036], [-0.061, 0.044, 0.082], [0.035, -0.023, -0.007], [0.062, -0.069, 0.002], [0.025, 0.012, 0.077], [-0.132, 0.005, -0.054], [0.063, -0.039, -0.201], [-0.219, 0.229, 0.101], [0.428, 0.053, -0.712], [-0.179, 0.152, -0.126], [0.370, -0.333, 0.140], [-0.743, -0.266, 0.532], [0.060, 0.052, -0.006], [0.056, -0.085, -0.090], [0.037, -0.040, -0.040], [-0.222, 0.112, -0.062], [0.038, 0.073, -0.051], [-0.032, -0.091, -0.027], [-0.001, 0.003, 0.049], [-0.006, -0.005, 0.006], [0.053, -0.016, 0.038], [-0.006, -0.002, -0.009], [-0.048, 0.011, 0.010], [0.008, 0.009, -0.008], [0.071, -0.051, 0.049], [0.054, 0.044, -0.037], [0.081, -0.085, 0.097], [-0.006, -0.038, -0.006], [-0.850, -2.440, 4.220], [-0.352, -0.842, 5.021], [-1.708, 1.097, -1.238], [0.293, -1.775, -1.567], [1.430, 1.199, -1.106]], "multiplicity": 6, "gap_ev": [8.46, 8.63]}

Relative energy (zero: lowest compared OMol25 entry of this formula, charge and spin) values (in kcal per mole) by entry order: 19.8 26.1.